(1)
Molecular formula: C28H44BBrF16NO6
Method: DFT, ωB97M-V/def2-TZVPD

Positions of all 97 atoms, in Å:
C  -3.458  -0.840  4.674
C  -2.383  0.384  4.490
C  -1.307  0.192  3.268
C  -1.443  -1.214  2.434
N  -0.134  -1.453  1.651
C  -0.380  -2.638  0.697
O  0.309  -3.927  1.028
B  0.240  -4.612  -0.311
C  -0.387  -6.132  -0.349
Br  0.984  -7.515  -0.957
C  -1.821  -6.261  -1.139
C  -1.708  -6.317  -2.774
O  -0.044  -3.659  -1.403
C  -0.186  -2.279  -0.915
C  -1.727  -1.796  -1.315
C  -1.946  -1.596  -2.940
O  -2.152  -0.198  -3.357
C  -3.489  0.301  -2.998
O  -4.595  -0.454  -2.846
C  -3.729  1.944  -2.797
C  -5.174  2.226  -2.076
C  1.047  -1.211  -1.072
C  1.332  -0.735  -2.639
C  2.488  -1.717  -0.478
C  3.303  -0.527  0.367
H  -2.857  -1.856  4.841
H  -4.010  -0.645  5.712
H  -4.220  -0.934  3.790
H  -1.742  0.504  5.486
H  -3.027  1.384  4.417
H  -1.538  1.063  2.485
H  -0.200  0.336  3.624
H  -2.336  -1.051  1.659
H  -1.585  -2.173  3.094
H  0.531  -1.869  2.369
H  -1.505  -2.939  0.957
H  1.404  -4.832  -0.491
H  -0.610  -6.427  0.785
H  -2.327  -7.282  -0.792
H  -2.565  -5.404  -0.780
H  -2.407  -7.209  -3.145
H  -2.168  -5.342  -3.275
H  -0.628  -6.486  -3.194
H  -2.435  -2.708  -1.011
H  -2.107  -0.883  -0.673
H  -2.827  -2.325  -3.281
H  -0.993  -1.981  -3.546
H  -3.807  2.383  -3.902
H  -2.826  2.478  -2.279
H  -6.070  2.293  -2.828
H  -5.462  1.430  -1.239
H  -5.122  3.268  -1.497
H  0.767  -0.204  -0.495
H  1.219  -1.621  -3.405
H  2.443  -0.325  -2.642
H  0.630  0.172  -2.885
H  2.437  -2.633  0.248
H  3.199  -1.964  -1.405
H  2.654  -0.345  1.338
H  3.475  0.433  -0.282
H  4.331  -1.019  0.712
C  -2.679  7.147  6.031
C  -3.657  6.298  6.856
C  -3.010  5.254  7.762
F  -2.238  4.375  7.084
F  -3.960  4.514  8.394
F  -4.571  5.732  6.018
F  -4.371  7.157  7.648
O  -2.414  6.706  4.693
C  -1.446  5.664  4.576
C  -2.050  4.327  4.125
F  -3.083  3.939  4.912
F  -1.126  3.331  4.175
F  -0.760  5.572  5.741
F  -0.547  6.094  3.650
H  -3.156  8.126  5.899
H  -1.754  7.367  6.578
H  -2.398  5.730  8.529
H  -2.420  4.397  3.099
C  5.766  1.557  -5.032
C  5.221  0.530  -4.028
C  6.276  -0.182  -3.185
F  7.188  -0.843  -3.932
F  5.698  -1.115  -2.382
F  4.429  -0.360  -4.690
F  4.384  1.200  -3.176
O  5.977  1.097  -6.372
C  7.198  0.392  -6.589
C  6.990  -1.101  -6.880
F  6.244  -1.711  -5.928
F  8.178  -1.761  -6.927
F  8.026  0.618  -5.540
F  7.788  0.988  -7.660
H  4.993  2.329  -5.133
H  6.639  2.096  -4.644
H  6.804  0.525  -2.544
H  6.485  -1.240  -7.840

Values from the calculation:
charge	-1
E	-157716.1587	eV

In the Löwdin picture, each atom carries the following charge in e: C -0.165; C -0.270; C -0.203; C -0.234; N -0.031; C -0.260; O -0.065; B -0.875; C -0.543; Br 0.511; C -0.284; C -0.165; O -0.039; C -0.285; C -0.055; C -0.166; O -0.106; C -0.249; O -0.052; C -0.145; C -0.155; C -0.233; C -0.087; C -0.195; C -0.142; H 0.077; H 0.078; H 0.081; H 0.110; H 0.091; H 0.109; H 0.108; H 0.126; H 0.120; H 0.122; H 0.141; H 0.057; H 0.100; H 0.095; H 0.116; H 0.070; H 0.068; H 0.057; H 0.131; H 0.122; H 0.134; H 0.135; H 0.124; H 0.115; H 0.080; H 0.090; H 0.078; H 0.140; H 0.093; H 0.055; H 0.075; H 0.116; H 0.109; H 0.065; H 0.062; H 0.076; C -0.055; C -0.430; C -0.289; F 0.086; F 0.092; F 0.121; F 0.099; O 0.032; C -0.474; C -0.263; F 0.077; F 0.091; F 0.117; F 0.138; H 0.150; H 0.145; H 0.173; H 0.178; C -0.053; C -0.430; C -0.286; F 0.082; F 0.093; F 0.121; F 0.092; O 0.032; C -0.477; C -0.266; F 0.092; F 0.092; F 0.116; F 0.132; H 0.151; H 0.144; H 0.173; H 0.175

---

(2)
Molecular formula: C28H44BrN3P2Pd
Method: DFT, ωB97M-V/def2-TZVPD

Positions of all 79 atoms, in Å:
N  -7.247  5.741  -6.914
C  -6.855  6.305  -5.760
C  -6.091  5.648  -4.789
C  -5.686  4.309  -4.999
C  -6.102  3.720  -6.217
C  -6.864  4.466  -7.118
C  -4.886  3.624  -3.984
Pd  0.000  0.000  0.000
P  6.212  -0.941  -1.059
C  -3.681  3.024  -4.181
C  -2.862  2.337  -3.186
C  -1.748  1.576  -3.615
C  -0.928  0.900  -2.704
C  -1.177  0.953  -1.315
C  -2.293  1.713  -0.885
C  -3.115  2.387  -1.793
Br  1.491  -1.206  1.673
H  -5.328  3.614  -2.980
H  -3.248  3.043  -5.190
H  -5.805  6.169  -3.868
H  -5.835  2.687  -6.464
H  -7.170  7.346  -5.597
H  -7.189  4.012  -8.065
H  -1.528  1.520  -4.689
H  -3.968  2.961  -1.415
H  -0.075  0.324  -3.083
H  -2.523  1.779  0.185
P  -0.456  -2.047  -1.018
C  5.623  0.839  -0.925
C  6.672  1.861  -1.379
H  5.294  1.045  0.113
H  4.723  0.914  -1.565
H  6.498  2.844  -0.906
H  7.695  1.542  -1.108
H  6.646  1.998  -2.474
C  5.345  -1.365  -2.672
C  5.985  -2.524  -3.447
H  5.383  -0.442  -3.281
H  4.275  -1.573  -2.471
H  5.698  -2.490  -4.514
H  7.087  -2.484  -3.389
H  5.663  -3.503  -3.051
C  5.044  -1.727  0.191
C  5.711  -2.099  1.522
H  4.550  -2.606  -0.269
H  4.249  -0.980  0.377
H  5.145  -2.896  2.038
H  6.743  -2.463  1.378
H  5.761  -1.225  2.195
C  -0.394  -3.433  0.220
C  -1.546  -4.446  0.260
H  -0.322  -2.909  1.189
H  0.579  -3.933  0.052
H  -2.475  -3.972  0.618
H  -1.747  -4.906  -0.720
H  -1.299  -5.258  0.968
C  0.657  -2.536  -2.426
C  0.095  -2.530  -3.853
H  1.012  -3.548  -2.163
H  1.548  -1.888  -2.338
H  -0.385  -3.493  -4.099
H  -0.645  -1.730  -4.016
H  0.917  -2.379  -4.575
C  -2.185  -1.945  -1.695
C  -3.326  -1.458  -0.793
H  -2.396  -2.971  -2.049
H  -2.082  -1.335  -2.612
H  -4.072  -0.877  -1.362
H  -3.848  -2.287  -0.290
H  -2.920  -0.794  -0.009
N  -1.129  -0.613  2.800
C  -1.775  -0.055  3.837
C  -2.035  1.254  3.535
C  -1.523  1.438  2.271
N  -0.990  0.276  1.818
H  -0.828  -1.606  2.793
H  -2.022  -0.567  4.758
H  -2.512  1.993  4.165
H  -1.492  2.396  1.776

Values from the calculation:
charge	+2
2S+1	3
energy above the lowest of the compared OMol25 structures with the same formula, charge and spin	0.0	kcal per mole

In the Löwdin picture, each atom carries the following charge in e: N 0.063; C -0.133; C -0.021; C -0.227; C -0.020; C -0.134; C -0.031; Pd 0.672; P 1.253; C -0.037; C -0.200; C -0.024; C -0.150; C -0.291; C -0.119; C -0.007; Br 0.124; H 0.119; H 0.124; H 0.115; H 0.112; H 0.114; H 0.113; H 0.123; H 0.119; H 0.086; H 0.068; P 0.941; C -0.373; C -0.146; H 0.095; H 0.095; H 0.090; H 0.076; H 0.083; C -0.377; C -0.146; H 0.089; H 0.085; H 0.089; H 0.078; H 0.081; C -0.392; C -0.145; H 0.090; H 0.031; H 0.087; H 0.074; H 0.085; C -0.420; C -0.119; H -0.036; H 0.083; H 0.071; H 0.081; H 0.093; C -0.354; C -0.127; H 0.088; H 0.063; H 0.092; H 0.054; H 0.088; C -0.365; C -0.115; H 0.094; H 0.059; H 0.094; H 0.076; H 0.044; N -0.059; C -0.054; C -0.032; C -0.122; N -0.174; H 0.113; H 0.140; H 0.123; H 0.122